1.
51
Properties=species:S:1:pos:R:3:forces:R:3:mulliken_charge:R:1 method="wB97M-V/def2-TZVPD" homo_ev=-8.1 gap_ha=0.2633 total_charge=0 relative_energy_kj_mol=117.1
H -0.69668 -1.77907 3.62513 -0.01 -0.02 0.07 0.302
C -3.21537 0.10904 1.52471 -0.03 0.01 0.00 -0.782
H 3.11362 0.15596 3.96690 0.02 0.01 0.04 0.395
Pd 0.59166 0.99300 -0.04451 1.66 -0.20 -0.58 0.327
H 0.94841 -3.06576 -3.17640 0.00 -0.02 -0.01 0.397
C -1.98911 0.59073 1.96285 0.04 -0.07 0.14 -0.464
H -1.53386 3.51655 -5.83884 -0.01 -0.01 0.02 0.338
C 1.16504 -0.70843 3.67807 0.72 -0.04 -0.24 0.729
H 0.20810 3.80711 -6.07367 0.02 -0.01 0.01 0.344
O -0.45038 1.89738 -6.56787 0.00 -0.01 0.03 -0.435
C 2.37170 -0.53049 4.35865 -0.07 -0.06 0.00 -0.556
C 0.54897 -0.35515 -3.22103 -0.18 -0.05 0.06 -0.619
H 0.34782 -3.07088 -1.51218 0.00 0.00 -0.01 0.213
P 0.85054 0.39112 2.25294 -1.41 -0.11 -0.17 1.156
C 1.66724 -2.10353 6.02804 0.01 0.00 0.01 -0.462
O 0.08786 2.73370 0.81127 0.00 -0.04 -0.32 -0.602
O 1.21017 -0.69331 -0.96910 -0.30 -0.10 0.63 -0.699
H 2.07293 -2.91215 -1.81252 -0.01 -0.02 0.01 0.325
C 0.29665 1.04527 -3.05223 0.08 -0.08 -0.03 0.785
C 0.48536 -2.31003 5.33370 0.02 0.00 -0.02 -0.689
C -0.83398 -0.16870 1.79141 -0.37 -0.09 0.18 0.296
C 0.94111 -1.14368 -2.11402 0.09 0.00 -0.16 1.342
H -0.24312 2.85706 -4.02535 0.01 0.03 -0.02 0.463
C -0.93388 -1.41637 1.16449 -0.06 -0.05 0.10 -0.049
C 2.61717 -1.21841 5.53554 0.00 0.01 -0.02 -0.632
C 0.09480 -0.15820 -5.60954 -0.01 0.00 -0.05 -1.025
H 3.54719 -1.06670 6.06730 0.00 0.01 0.00 0.387
H -4.10326 0.71276 1.66002 0.01 0.00 0.00 0.420
H -2.22527 -2.87036 0.26755 0.01 0.00 0.00 0.430
C 0.23052 -1.61903 4.15602 0.03 0.04 0.09 -0.148
O -0.00720 4.18696 2.48859 -0.08 0.15 -0.07 -0.658
C 0.20161 3.07315 2.06283 -0.03 -0.07 -0.02 0.522
C -2.15992 -1.89853 0.74057 0.02 -0.01 0.00 -0.777
H 1.53265 2.29287 3.54040 0.01 0.01 0.00 0.510
H 0.00985 -0.58694 -6.59764 0.01 0.02 -0.01 0.435
H -0.86566 3.64200 -7.48203 0.00 -0.02 -0.01 0.233
C -3.30543 -1.13205 0.91542 -0.02 0.03 -0.02 -0.548
C 1.08733 -2.64167 -2.19066 0.15 0.05 0.01 -1.121
H -0.24682 -3.01234 5.71028 -0.02 0.01 0.00 0.401
H -0.14681 1.90287 3.85908 -0.01 0.07 0.00 0.448
C -0.05311 1.80958 -4.19906 0.05 0.08 -0.06 -0.366
O 0.36323 1.67989 -1.94654 -0.42 0.62 0.49 -0.757
C -0.67139 3.29772 -6.47087 -0.01 -0.01 0.00 -0.822
C -0.14037 1.23165 -5.43817 -0.01 0.05 0.09 0.938
C 0.42041 -0.90721 -4.52964 -0.02 -0.02 0.01 -0.797
H -4.26312 -1.49969 0.57089 0.00 0.00 0.01 0.399
H 0.60618 -1.95830 -4.68895 0.00 -0.02 0.03 0.194
C 0.59867 1.98546 3.06697 0.12 -0.06 -0.06 -0.996
H -0.03930 -2.01465 1.02876 0.00 0.01 -0.08 0.613
H -1.94225 1.56133 2.43749 -0.02 0.04 -0.04 0.285
H 1.84952 -2.63153 6.95494 0.01 -0.02 -0.02 0.379


2.
62
Properties=species:S:1:pos:R:3:forces:R:3:mulliken_charge:R:1 method="wB97M-V/def2-TZVPD" homo_ev=-13.6 gap_ha=0.1699 total_charge=+2 relative_energy_kj_mol=0.0
C 4.13347 4.07313 3.28680 0.00 0.00 0.01 -0.291
H -3.29387 -1.07435 2.05460 0.01 0.01 -0.01 0.373
H 3.91310 3.46231 0.67035 0.01 0.01 0.02 0.510
C 1.54185 1.45642 2.88320 -0.07 -0.11 -0.12 -0.075
C -1.47799 -1.49381 3.09350 0.17 0.05 0.03 0.464
N 1.55977 1.25222 1.55378 -0.17 0.25 -0.09 0.151
H 2.09865 -1.28058 2.75192 0.02 -0.03 0.02 0.421
C -3.49999 2.02007 -2.04914 -0.07 -0.16 -0.04 -0.703
H 3.70341 -4.97535 1.33907 0.01 -0.02 -0.03 0.298
H 2.33931 2.50963 4.55631 0.01 0.01 0.01 0.533
H -2.68518 -3.11025 3.41626 0.03 -0.04 0.03 0.228
H -3.35165 5.16981 -3.46539 0.00 0.00 0.00 0.339
H -0.60209 1.85677 -3.83730 0.02 0.07 0.02 0.429
F -1.26177 -1.19908 0.00272 0.03 0.14 -0.12 -0.471
H -3.72562 1.60237 -1.06894 -0.02 0.05 0.01 0.414
H -3.90148 3.71211 -4.26198 0.01 -0.02 -0.01 0.315
C 3.25578 2.90276 1.31960 0.01 -0.01 -0.07 -0.704
H -3.18319 4.00831 -1.30347 0.03 -0.02 0.00 0.259
O 1.00766 -1.03625 -1.83963 0.37 -0.16 0.08 -0.417
C 1.98219 -2.51729 -0.24466 -0.05 0.00 -0.13 0.481
H -3.33466 -0.69662 3.78350 -0.01 0.00 -0.03 0.574
C -3.71939 3.52123 -2.12389 -0.05 0.05 0.03 -0.549
C 1.49003 -3.18248 -2.67337 0.08 -0.19 0.14 -0.278
I -2.40534 1.38925 2.46404 -0.02 -0.02 0.16 0.083
H -1.49887 4.04545 -4.74460 -0.02 -0.03 -0.03 0.377
I 3.64909 -6.45488 -1.06825 0.03 -0.04 0.04 0.370
Pt 0.22906 0.01879 0.74036 0.64 0.34 -0.59 1.498
O -0.31594 -1.08012 2.98744 -0.14 -0.03 -0.04 -0.440
H 2.35005 1.77087 -0.27615 0.00 0.05 0.00 0.508
C 3.17841 -4.04602 1.16902 -0.04 0.13 0.07 -0.674
N 1.79976 -1.66951 0.75860 -0.33 0.03 0.38 -0.276
H -4.77940 3.72834 -1.97155 0.00 -0.01 0.01 0.374
I 0.61785 -2.74629 -4.42800 -0.05 0.00 -0.13 0.343
C 3.00762 -3.14895 2.20195 0.00 -0.05 -0.10 -1.356
N 4.84409 4.83820 3.76118 0.04 0.04 0.02 -0.358
F -2.72469 -2.94615 0.20915 -0.01 -0.06 0.00 -0.320
N -1.74336 -2.75467 3.43331 -0.05 -0.04 0.00 -0.302
H 0.82434 0.86455 3.43579 0.00 0.01 0.03 0.513
C 3.25084 3.10925 2.69441 -0.01 -0.03 -0.01 0.682
C 2.65299 -3.73807 -0.09135 0.07 -0.02 0.15 0.947
H -0.98439 -3.41274 3.50049 -0.02 0.00 0.00 0.233
C 2.12524 -4.37505 -2.44925 -0.02 0.04 -0.08 -0.646
H -2.25783 1.68218 -4.42288 0.06 0.04 -0.04 0.347
H 2.17773 -5.12113 -3.22973 -0.02 0.03 -0.04 0.403
C -1.25538 1.61391 -1.38538 0.08 0.00 -0.22 0.501
C -3.25185 4.08493 -3.46424 -0.02 -0.01 -0.03 -0.670
C 2.37959 2.37047 3.48605 -0.06 -0.04 0.04 -0.800
C -1.80537 3.69261 -3.75951 0.06 0.09 0.08 -0.542
B -1.44406 -2.72212 -0.17671 -0.18 0.18 0.17 0.220
C 2.29809 -1.98452 1.95699 0.05 0.03 0.11 -0.045
C 1.44080 -2.12945 -1.59681 -0.28 0.19 -0.13 0.342
F -1.16952 -2.96019 -1.50061 0.07 -0.09 -0.14 -0.185
H -4.10416 1.48957 -2.78756 -0.04 0.04 0.01 0.341
C 2.71925 -4.65436 -1.21204 -0.08 0.09 -0.11 0.278
C -1.62891 2.18565 -3.68480 -0.04 -0.23 -0.15 -0.722
F -0.49593 -3.29538 0.65051 0.14 -0.14 0.09 -0.335
C -2.72377 -0.65833 2.88371 -0.08 -0.01 -0.01 -1.062
N -0.50292 1.56216 -0.49817 0.00 -0.41 0.57 -0.547
C 2.39470 1.97051 0.78473 -0.07 -0.19 -0.05 -0.076
H 3.39278 -3.34937 3.19063 0.01 0.00 0.01 0.481
H -1.13807 4.16775 -3.03228 0.01 -0.02 -0.01 0.254
N -2.09090 1.68180 -2.37232 -0.03 0.28 0.23 -0.038


3.
53
Properties=species:S:1:pos:R:3:forces:R:3:mulliken_charge:R:1 method="wB97M-V/def2-TZVPD" homo_ev=-7.6 gap_ha=0.2953 total_charge=0 relative_energy_kj_mol=13.0
H -0.75304 -1.32198 -2.89019 0.11 0.08 0.03 0.287
H -2.92206 -1.79513 -2.61428 -0.03 -0.04 0.06 0.339
C -0.43041 -1.15337 -1.85693 -0.13 0.16 0.04 -1.477
O -4.52427 -0.89594 0.32226 -0.09 0.18 0.29 -0.726
C 2.29929 1.28982 -2.27288 -0.05 0.05 -0.02 -0.823
C 2.19276 -3.44842 1.89083 0.07 0.05 0.05 -0.519
H 1.30051 -5.38204 1.75085 0.00 -0.09 0.02 0.368
C -1.32738 -0.11807 -1.17005 0.56 0.28 -0.07 0.695
C -3.48844 -0.29077 0.08033 0.04 -0.28 -0.38 0.254
C -2.09709 2.73366 1.42604 -0.29 0.17 0.73 0.244
H -1.03136 4.50630 1.97918 -0.07 0.09 0.04 0.436
C 2.41513 2.59127 -0.23146 0.03 -0.10 -0.14 -0.244
H -4.51818 0.85133 2.54070 -0.17 -0.17 0.04 0.576
H 4.91014 0.30033 -0.37712 0.07 -0.06 0.03 0.417
N -0.48603 -2.41678 -1.16756 -0.15 0.14 -0.10 0.263
H 2.58378 3.97450 1.39225 0.05 0.03 -0.03 0.565
H 2.88914 -3.71610 2.66836 0.08 0.00 0.07 0.454
H 4.01685 2.06550 1.07578 0.04 0.03 0.12 0.434
C -3.72144 1.34182 2.02158 0.21 -0.43 -0.72 -0.600
Cl 3.24660 -0.97776 2.01824 0.22 0.15 0.26 -0.221
H -1.47303 0.75109 -1.82340 0.14 -0.03 0.06 0.245
H -0.84202 3.98341 0.26714 0.07 0.08 0.02 0.238
C -2.88054 -1.97309 -1.53458 -0.21 -0.27 -0.03 -1.264
H -2.02926 -3.43515 -0.20260 0.00 0.01 -0.07 0.632
C 1.28260 -1.78182 0.38663 -0.06 0.04 -0.09 0.349
H 1.80659 1.08163 -3.21078 -0.05 0.01 -0.06 0.413
C 0.41262 -4.02005 0.37587 -0.13 0.01 0.00 -0.482
H 0.59723 -0.79299 -1.88652 -0.09 0.02 -0.06 0.438
H 1.33896 4.40588 0.19106 -0.02 0.07 0.02 0.558
N -2.60493 -0.72910 -0.85123 -0.03 -0.21 -0.03 0.192
C 3.53966 1.85546 0.13032 -0.08 0.12 -0.16 -0.323
C 3.41952 0.57398 -1.88927 0.03 0.02 0.05 -0.177
C 1.83769 3.58776 0.70172 -0.32 -0.09 0.48 -1.335
H -3.86046 -2.31866 -1.20001 0.17 0.00 -0.16 0.459
C -3.02086 2.49961 2.41140 0.44 0.24 -0.46 -0.984
C 2.16277 -2.16306 1.37994 -0.18 -0.31 -0.07 0.166
C 4.04214 0.86070 -0.68641 0.07 -0.01 -0.06 -0.810
C 0.38223 -2.71609 -0.13912 0.34 -0.23 0.16 0.492
H 1.28673 -0.75227 0.07067 -0.03 0.15 -0.04 -0.337
C 1.80174 2.27977 -1.44250 0.27 -0.14 0.02 1.190
C -1.80983 -3.01982 -1.18956 -0.18 -0.16 -0.13 -0.893
C -0.96499 3.66385 1.29832 0.53 -0.46 -0.01 -0.452
O 0.41713 1.36095 1.18567 -0.05 -1.29 -0.34 -0.368
C 1.29832 -4.37042 1.37321 0.01 0.08 0.04 -0.642
H -0.83459 0.21392 -0.25422 -0.04 -0.01 -0.24 -0.134
Cl 0.39450 3.14373 -1.96416 -0.20 0.10 -0.12 -0.194
H -3.17729 3.08467 3.29441 0.03 0.15 0.19 0.501
H 3.79888 -0.20838 -2.52847 0.04 -0.07 -0.06 0.402
H -1.85088 -3.83229 -1.92804 -0.12 -0.02 0.11 0.301
C -3.16354 0.93004 0.83426 -0.75 0.26 1.10 0.552
H -0.25232 -4.76858 -0.02494 -0.06 -0.07 -0.07 0.466
S 0.58342 2.67388 1.79770 -0.13 1.67 -0.03 0.188
O -2.19268 1.79323 0.47158 0.07 0.10 -0.30 -0.109


4.
85
Properties=species:S:1:pos:R:3:forces:R:3:mulliken_charge:R:1 method="wB97M-V/def2-TZVPD" homo_ev=-5.3 gap_ha=0.2538 total_charge=-1
Cl 3.48846 3.60560 2.40484 0.04 0.01 0.18 0.008
H -1.00715 -1.72946 -2.86330 0.11 -0.10 0.64 0.624
C -3.90454 -2.48347 -1.22754 2.19 0.55 0.41 -1.501
Cl -6.97336 1.51418 0.85640 0.00 -0.03 0.05 -0.138
H 1.37717 3.78212 5.99716 -0.03 -0.03 0.01 -0.068
O 0.99651 -0.66223 -2.87093 -0.10 -0.86 1.06 -0.720
H -4.96727 -2.61968 -1.41800 0.36 0.09 0.13 1.147
Cl -4.40089 9.25722 4.05429 -0.02 -0.08 -0.01 -0.135
O 5.67877 -2.73197 -1.22926 -0.52 -0.06 0.43 -0.566
Cl 2.10062 3.57415 -7.05191 -0.03 0.08 -0.03 -0.161
Cl -2.58755 -8.09709 1.53728 0.01 -0.03 0.06 -0.131
H -5.62841 7.31722 3.57412 -0.02 0.09 0.01 -0.297
Cl 1.05072 1.55353 5.36247 0.01 0.07 0.00 -0.079
C -5.29704 0.94529 0.78336 -0.29 -0.14 -0.28 0.052
C 0.70029 0.03470 -1.87383 0.13 0.35 -2.59 0.223
H 4.40200 -4.79396 -1.74052 -0.13 0.52 0.04 0.238
C -1.41285 -6.98600 2.25417 -0.06 0.15 -0.14 -0.062
H 3.18011 -5.02472 -5.20931 0.01 -0.03 0.04 0.305
C 4.56058 -2.87478 -0.81525 1.50 -0.27 -0.59 0.624
Cl -5.35748 4.60773 1.18461 0.08 0.06 0.06 -0.118
H 6.25049 3.71662 1.33001 0.04 -0.01 0.01 -0.078
C 2.48234 5.03485 2.61689 -0.02 -0.17 -0.07 -0.136
Cl -6.40943 4.60748 3.89197 0.01 -0.02 -0.01 -0.136
Cl 2.43035 -6.02475 -3.22856 -0.12 -0.28 -0.38 -0.082
H 2.71765 5.73675 1.82562 -0.01 -0.02 0.04 0.341
H 2.95231 2.13498 -2.44083 -0.09 -0.06 0.16 -0.861
C -4.52497 -6.15457 -3.04127 0.01 0.21 -0.24 -0.094
Cl -1.52719 -5.39061 1.51688 -0.32 -0.49 0.16 0.047
O 3.64833 -0.59877 -1.71764 -0.40 -0.08 0.49 -0.446
H -5.40553 -6.21168 -3.67037 0.04 -0.07 0.04 0.316
C 3.30208 -0.92903 -0.62180 0.01 0.23 -0.24 0.487
Cl 3.87643 4.25394 -2.86321 0.05 0.02 0.05 -0.143
N 0.32943 -2.03838 -0.51948 0.23 0.25 0.06 -0.158
Cl 2.10895 3.45589 -0.70809 0.03 0.18 -0.09 -0.096
C 3.48137 -5.89752 -4.64259 -0.03 -0.04 0.11 0.056
H 3.38116 -4.65571 -0.31492 -0.05 0.45 -0.29 0.265
H 2.19856 -0.47386 1.23753 -0.05 -0.36 -0.48 0.609
Cl -3.20710 -7.00207 -3.85979 -0.06 0.00 0.00 -0.137
Cl -4.68006 0.62838 2.41369 0.04 0.00 0.01 -0.189
C -1.99113 -2.47666 0.29726 -0.11 0.02 0.29 -0.544
Cl 1.54383 2.61180 8.02263 0.01 0.04 -0.03 -0.144
H -4.81413 3.16719 2.95189 -0.03 0.05 0.03 -0.247
H 2.26079 0.77980 0.02093 -0.24 -0.42 -0.06 -0.111
Cl 0.22689 -7.63023 2.09528 -0.02 0.00 0.04 -0.138
Cl 0.77248 4.61692 2.49429 0.03 0.02 0.02 -0.056
H -3.37719 -2.01102 -3.25745 0.36 0.13 0.25 0.606
H -0.02737 -0.03249 0.14217 0.41 -0.32 0.02 0.194
C 1.22166 2.66656 -5.80571 0.11 -0.15 0.24 0.084
O 0.43089 1.25432 -1.98026 -0.13 -0.01 1.61 -0.770
O 4.04141 -1.91133 0.06363 -1.26 -0.46 -0.41 -0.321
Cl -4.11349 -4.44511 -2.78797 -0.23 -2.19 -0.66 0.010
Cl -7.22468 8.75789 4.51539 0.04 -0.08 -0.01 -0.137
Cl -0.85783 3.37474 6.57527 0.04 0.04 -0.02 -0.113
Cl -5.14314 -0.50230 -0.21719 -0.55 1.60 0.66 -0.070
H -4.04464 -2.88414 0.85939 0.50 0.13 -0.01 0.531
Cl 4.74700 2.26386 -0.92738 0.10 0.10 0.01 -0.097
C 3.36420 2.92082 -1.81959 -0.04 0.11 0.20 1.155
Cl 8.37457 4.66910 1.04241 -0.06 0.01 0.00 -0.143
Cl 7.11593 3.79426 3.51110 -0.03 0.02 -0.06 -0.138
Cl 7.69077 1.87150 1.41164 -0.08 0.05 -0.01 -0.124
Cl 2.33355 1.82103 -4.74522 -0.14 -0.19 -0.42 -0.022
C -1.07510 -2.16871 -0.72756 -1.02 -0.36 0.23 -0.097
H -4.69510 1.72957 0.33836 -0.01 -0.02 0.06 0.284
H 0.65590 3.37263 -5.21018 0.00 -0.03 -0.04 0.236
C -5.01399 4.22897 2.87427 0.03 0.08 -0.06 0.611
Cl 0.08526 1.53796 -6.55020 -0.01 0.06 -0.01 -0.136
Cl 3.30281 -7.31934 -5.67991 -0.02 0.03 -0.03 -0.145
C -3.34716 -2.62494 0.05692 -0.80 -0.69 -0.69 -0.925
C 0.84899 2.94065 6.43101 -0.02 -0.08 -0.07 0.403
C -5.82945 8.38059 3.49794 0.02 0.07 -0.04 0.679
C 0.71787 -0.62000 -0.43419 0.14 0.91 -0.32 0.775
C -2.98944 -2.14087 -2.24331 -0.88 0.36 0.60 -1.070
C 7.22749 3.53570 1.76515 0.06 -0.07 0.02 0.463
C -1.62673 -1.98911 -1.99674 0.15 0.14 -1.00 0.137
I 1.03749 -3.25071 0.98680 0.05 0.30 0.19 -0.033
H -1.67809 -2.60497 1.33578 0.18 0.11 -0.38 1.019
Cl 2.82300 5.81306 4.17130 0.00 0.03 0.00 -0.149
Cl -3.58511 5.10561 3.43090 -0.02 -0.01 0.01 -0.076
C 2.11863 -0.30968 0.14996 0.66 0.23 0.12 -0.753
Cl -6.17294 8.76038 1.80862 0.01 -0.06 0.04 -0.124
H -1.63772 -6.89135 3.30934 0.02 -0.05 -0.04 0.295
H 2.88676 -3.81287 -1.82519 0.23 -0.01 0.34 0.248
Cl 5.16872 -5.69080 -4.16730 -0.04 0.00 -0.07 -0.131
C 3.74220 -4.10774 -1.20013 0.09 0.45 0.68 -0.600
Cl -4.89856 -6.93083 -1.49705 -0.02 0.03 -0.02 -0.122